{"formula": "C6F18O18S6Y", "method": "ωB97M-V/def2-TZVPD", "homo_lumo_gap_ev": 1.87, "fmax_ev_per_a": 5.230, "e_above_lowest_kj_mol": 2174.27, "energy_ev": -158034.378, "total_charge": -3, "e_homo_ev": -3.855, "species": ["Y", "C", "F", "F", "F", "S", "O", "O", "O", "C", "F", "F", "F", "S", "O", "O", "O", "C", "F", "F", "F", "S", "O", "O", "O", "C", "F", "F", "F", "S", "O", "O", "O", "C", "F", "F", "F", "S", "O", "O", "O", "C", "F", "F", "F", "S", "O", "O", "O"], "coordinates": [[-0.09, -0.46, -0.58], [-3.13, -2.66, -6.75], [-4.01, -1.82, -7.22], [-3.36, -3.91, -7.29], [-1.88, -2.25, -7.15], [-3.17, -2.65, -4.78], [-1.83, -3.08, -4.26], [-3.18, -1.30, -4.21], [-4.41, -3.26, -4.26], [-1.22, 5.81, -4.20], [-0.96, 6.61, -5.15], [-2.24, 6.23, -3.42], [-1.66, 4.62, -4.72], [0.26, 5.57, -3.01], [-0.17, 4.41, -2.14], [1.44, 5.29, -3.88], [0.33, 6.89, -2.35], [6.68, -0.48, -3.18], [6.57, 0.81, -2.96], [7.00, -0.56, -4.54], [7.76, -1.00, -2.46], [5.03, -1.47, -2.97], [5.19, -2.79, -3.61], [4.65, -1.64, -1.59], [3.91, -0.63, -3.44], [-1.27, -6.65, 4.73], [-0.53, -6.12, 5.69], [-1.25, -7.93, 5.00], [-2.47, -6.13, 4.80], [-0.53, -6.17, 2.96], [-1.35, -6.84, 1.96], [-0.62, -4.73, 2.70], [0.89, -6.66, 2.95], [-4.79, 0.72, 5.47], [-3.59, 0.37, 5.70], [-5.57, -0.24, 6.00], [-5.06, 1.88, 6.08], [-5.14, 0.78, 3.56], [-5.82, 2.04, 3.26], [-3.86, 0.69, 2.81], [-6.02, -0.38, 3.35], [4.21, 4.45, 3.86], [3.97, 5.51, 4.71], [4.10, 4.70, 2.56], [5.47, 4.09, 4.13], [3.11, 2.85, 4.37], [2.01, 3.30, 5.26], [2.62, 2.25, 3.09], [3.98, 1.95, 5.11]]}

{"formula": "C6H10", "method": "ωB97M-V/def2-TZVPD", "homo_lumo_gap_ev": 10.16, "fmax_ev_per_a": 0.192, "e_above_lowest_kj_mol": 94.62, "energy_ev": -6382.879, "e_homo_ev": -8.981, "species": ["C", "C", "C", "C", "C", "C", "H", "H", "H", "H", "H", "H", "H", "H", "H", "H"], "coordinates": [[2.04, 0.25, 0.40], [0.60, 0.54, 0.17], [-0.08, 1.57, -0.35], [-1.43, 0.89, -0.25], [-0.65, -0.29, 0.41], [-0.74, -1.65, -0.28], [2.38, -0.58, -0.23], [2.65, 1.13, 0.15], [2.24, -0.02, 1.44], [0.23, 2.54, -0.73], [-2.18, 1.38, 0.37], [-1.88, 0.63, -1.22], [-0.90, -0.40, 1.47], [-1.76, -2.04, -0.25], [-0.43, -1.57, -1.33], [-0.08, -2.38, 0.21]]}

{"formula": "C6H10", "method": "ωB97M-V/def2-TZVPD", "homo_lumo_gap_ev": 7.29, "fmax_ev_per_a": 0.507, "e_above_lowest_kj_mol": 560.41, "energy_ev": -6378.051, "e_homo_ev": -6.180, "species": ["C", "C", "C", "C", "C", "C", "H", "H", "H", "H", "H", "H", "H", "H", "H", "H"], "coordinates": [[-1.43, 0.28, 0.68], [-1.38, -0.11, -0.79], [-0.19, -0.30, 0.08], [0.42, -1.53, 0.41], [1.56, 0.15, -0.05], [0.89, 1.39, -0.29], [-1.96, -0.38, 1.37], [-1.48, 1.34, 0.91], [-1.41, 0.71, -1.50], [-1.88, -1.02, -1.10], [0.69, -2.24, -0.36], [0.66, -1.77, 1.45], [2.03, -0.34, -0.90], [2.11, 0.05, 0.88], [0.65, 1.69, -1.30], [0.73, 2.08, 0.52]]}

{"formula": "C6H10", "method": "ωB97M-V/def2-TZVPD", "homo_lumo_gap_ev": 9.24, "fmax_ev_per_a": 0.406, "e_above_lowest_kj_mol": 391.25, "energy_ev": -6379.804, "e_homo_ev": -8.235, "species": ["C", "C", "C", "C", "C", "C", "H", "H", "H", "H", "H", "H", "H", "H", "H", "H"], "coordinates": [[-0.66, 1.37, 0.98], [-0.53, 0.23, -0.02], [-0.84, -1.73, 0.43], [0.40, -1.00, 0.42], [1.17, -0.90, -0.90], [0.37, 0.37, -1.27], [-1.12, 1.03, 1.91], [-1.29, 2.17, 0.57], [0.32, 1.80, 1.21], [-1.27, -1.56, 1.45], [-1.54, -0.14, -0.32], [0.95, -0.78, 1.34], [2.25, -0.75, -0.81], [0.97, -1.76, -1.55], [-0.16, 0.36, -2.23], [0.97, 1.29, -1.22]]}

What did the fourth record say?
{"formula": "C6H10", "method": "ωB97M-V/def2-TZVPD", "homo_lumo_gap_ev": 9.24, "fmax_ev_per_a": 0.406, "e_above_lowest_kj_mol": 391.25, "energy_ev": -6379.804, "e_homo_ev": -8.235, "species": ["C", "C", "C", "C", "C", "C", "H", "H", "H", "H", "H", "H", "H", "H", "H", "H"], "coordinates": [[-0.66, 1.37, 0.98], [-0.53, 0.23, -0.02], [-0.84, -1.73, 0.43], [0.40, -1.00, 0.42], [1.17, -0.90, -0.90], [0.37, 0.37, -1.27], [-1.12, 1.03, 1.91], [-1.29, 2.17, 0.57], [0.32, 1.80, 1.21], [-1.27, -1.56, 1.45], [-1.54, -0.14, -0.32], [0.95, -0.78, 1.34], [2.25, -0.75, -0.81], [0.97, -1.76, -1.55], [-0.16, 0.36, -2.23], [0.97, 1.29, -1.22]]}